#A
The following is a quantum chemistry calculation of a cluster of 3 separate species, C5H14O2 in total, from the OMol25 dataset.

Output
**Gap between HOMO and LUMO**: 8.45 eV
**Structure (SMILES)**: C/C=C/CC.O.O

Last column: natural (NBO) charge in e.
Positions of all 21 atoms, in Å:
O 4.038 1.982 -0.031  -0.941
O -0.234 1.851 -3.073  -0.942
C 0.153 -0.707 1.479  -0.453
C -1.406 -1.257 -0.472  -0.180
C 0.078 -0.123 2.926  -0.595
C -1.176 -0.774 0.804  -0.224
C -2.533 -1.976 -1.128  -0.661
H -3.625 -1.469 -0.826  0.199
H -0.784 2.685 -3.053  0.472
H 4.966 1.916 -0.327  0.470
H -2.857 -2.897 -0.563  0.235
H 0.146 -0.972 3.784  0.199
H 3.972 1.322 0.721  0.472
H -2.192 -0.434 1.147  0.204
H 1.025 -0.229 0.949  0.217
H -0.694 -0.785 -1.184  0.199
H -0.782 0.459 3.134  0.207
H -2.459 -2.108 -2.187  0.230
H 0.514 -1.786 1.671  0.216
H 0.968 0.517 3.009  0.204
H 0.670 2.130 -3.110  0.471

#B
The following is a quantum chemistry calculation of a cluster of 3 separate species, C5H14O2 in total, from the OMol25 dataset.

Output
**Gap between HOMO and LUMO**: 9.26 eV
**Structure (SMILES)**: CC=C(C)C.O.O

Last column: natural (NBO) charge in e.
Positions of all 21 atoms, in Å:
O -2.241 -2.908 -0.552  -0.939
O -3.834 0.794 1.895  -0.934
C 1.387 2.410 0.028  -0.633
C 2.251 0.731 -1.675  -0.646
C 1.569 0.978 -0.358  0.000
C 1.151 -1.523 0.179  -0.639
C 1.160 -0.037 0.397  -0.185
H 1.622 0.887 -2.543  0.216
H 1.677 -2.018 0.979  0.218
H 2.578 -0.289 -1.781  0.213
H 3.181 1.301 -1.765  0.213
H -3.071 -3.054 -1.019  0.473
H 0.675 0.203 1.347  0.178
H 1.544 -1.863 -0.772  0.211
H 1.278 3.013 -0.885  0.210
H -3.820 -0.014 1.369  0.465
H 0.110 -1.845 0.255  0.213
H 0.521 2.631 0.635  0.214
H -2.911 1.043 2.002  0.469
H 2.244 2.813 0.505  0.217
H -2.183 -1.963 -0.360  0.467

#C
The following is a quantum chemistry calculation of a cluster of 3 separate species, C5H14O2 in total, from the OMol25 dataset.

Output
**Gap between HOMO and LUMO**: 8.43 eV
**Structure (SMILES)**: CC=C(C)C.O.O

Last column: natural (NBO) charge in e.
Positions of all 21 atoms, in Å:
O -1.407 -2.240 2.564  -0.933
O -0.575 -5.394 -2.312  -0.966
C -0.351 0.567 0.964  -0.661
C 0.038 1.790 0.149  0.032
C -0.509 1.851 -1.272  -0.657
C 1.124 2.515 0.478  -0.210
C 2.151 2.995 -0.515  -0.657
H 0.331 2.164 -1.894  0.214
H 1.747 3.831 -1.089  0.215
H -1.462 -3.120 2.955  0.468
H -1.295 2.577 -1.387  0.224
H 0.517 -0.043 1.207  0.222
H -1.237 0.092 0.544  0.216
H -1.459 -5.669 -2.552  0.485
H -0.400 -5.134 -1.410  0.481
H 3.056 3.350 -0.027  0.219
H 2.475 2.239 -1.235  0.212
H 1.266 2.724 1.536  0.194
H -0.748 0.899 1.940  0.229
H -0.769 0.844 -1.589  0.206
H -0.857 -2.363 1.784  0.467

Relative energy of each structure, in eV: #A 2.523; #B 0.000; #C 0.993.

#A
The following is a quantum chemistry calculation of a structure of composition C2H3FINO, from the OMol25 dataset.

Output
**Gap between HOMO and LUMO (spin up / spin down)**: 7.65 / 8.16 eV

Last column: natural (NBO) charge in e.
Positions of all 9 atoms, in Å:
I 3.737 0.066 -0.030  0.491
F -1.615 -0.735 -0.636  -0.339
O 1.272 1.265 -0.263  -0.471
N 2.872 -1.632 -0.136  -0.838
C 0.433 0.449 -0.385  0.513
C -1.058 0.461 -0.367  -0.122
H -1.611 1.251 -1.129  0.213
H -1.555 0.857 0.699  0.216
H 2.744 -2.167 0.738  0.337

#B
The following is a quantum chemistry calculation of a cluster of 2 separate species, C2H3FINO in total, from the OMol25 dataset.

Output
**Gap between HOMO and LUMO**: 8.85 eV

Last column: natural (NBO) charge in e.
Positions of all 9 atoms, in Å:
I 3.777 0.193 -0.774  0.101
F 1.386 1.611 -0.268  -0.359
O 1.008 -1.959 0.587  -0.567
N -0.165 -0.764 -1.000  -0.839
C 0.701 -1.042 -0.100  0.722
C 2.011 0.563 0.231  -0.079
H -1.059 -1.359 -1.243  0.412
H 2.203 0.557 1.299  0.183
H -0.357 0.173 -1.400  0.427

Relative energy of each structure, in eV: #A 3.607; #B 0.000.

#A
The following is a quantum chemistry calculation of a cluster of 2 separate species, C10H16OS in total, from the OMol25 dataset.

Output
**Gap between HOMO and LUMO**: 9.18 eV
**Structure (SMILES)**: CCc1ccc(O)cc1.CSC

Last column: natural (NBO) charge in e.
Positions of all 28 atoms, in Å:
S -0.628 -3.370 2.349  0.150
O -2.523 3.555 -1.636  -0.679
C -0.410 3.123 -0.664  -0.253
C 1.447 -0.193 -0.218  -0.418
C -1.732 1.272 -1.497  -0.266
C -0.853 0.343 -1.030  -0.188
C -1.744 -2.067 1.738  -0.739
C 0.724 -3.446 1.110  -0.724
C -1.577 2.652 -1.253  0.291
C 2.817 0.465 0.079  -0.606
C 0.580 2.185 -0.344  -0.208
C 0.345 0.819 -0.441  -0.049
H 0.253 -3.127 0.199  0.215
H -2.645 1.045 -2.050  0.200
H 1.295 2.560 0.388  0.219
H -1.009 -0.676 -1.365  0.213
H -0.396 4.183 -0.443  0.225
H 1.061 -4.473 1.026  0.229
H 3.610 -0.283 0.144  0.209
H 3.158 1.175 -0.682  0.210
H 1.300 -0.897 0.625  0.211
H -1.288 -1.131 2.059  0.217
H 1.577 -0.860 -1.075  0.207
H 1.539 -2.777 1.389  0.208
H -3.048 3.252 -2.359  0.480
H 2.782 0.939 1.055  0.201
H -1.939 -2.056 0.666  0.213
H -2.695 -2.213 2.229  0.232

#B
The following is a quantum chemistry calculation of a cluster of 2 separate species, C10H16OS in total, from the OMol25 dataset.

Output
**Gap between HOMO and LUMO**: 8.99 eV
**Structure (SMILES)**: CCc1ccc(O)cc1.CSC

Last column: natural (NBO) charge in e.
Positions of all 28 atoms, in Å:
S 3.045 0.886 -1.393  0.166
O -0.670 -2.444 2.824  -0.664
C -2.989 1.685 -1.789  -0.616
C -2.119 1.863 -0.549  -0.419
C 1.557 -0.156 -1.494  -0.752
C 4.472 -0.170 -1.258  -0.770
C -1.623 -1.770 0.734  -0.304
C -0.506 -0.182 2.188  -0.268
C -1.026 0.838 1.383  -0.167
C -0.973 -1.452 1.915  0.296
C -2.033 -0.740 -0.090  -0.193
C -1.728 0.589 0.196  -0.057
H 1.730 -1.231 -1.403  0.230
H 1.002 0.236 -0.633  0.230
H 0.899 0.169 -2.302  0.222
H 4.333 -0.990 -0.546  0.219
H -3.747 0.919 -1.638  0.206
H -1.122 2.285 -0.801  0.211
H 4.756 -0.524 -2.259  0.215
H 0.190 0.073 2.994  0.233
H -0.934 -3.274 2.376  0.471
H -2.346 1.369 -2.649  0.206
H -0.811 1.864 1.658  0.206
H -2.534 2.596 0.117  0.215
H -1.779 -2.811 0.471  0.210
H 5.318 0.281 -0.744  0.240
H -3.519 2.598 -2.138  0.219
H -2.544 -0.865 -1.057  0.214

Relative energy of each structure, in eV: #A 0.000; #B 0.082.